Formula: C12H19Cl2NNdO2P
Source: OMol25
Level of theory: wB97M-V/def2-TZVPD

Cartesian coordinates (Å):
C (-3.1579, -3.9853, 2.1885)
C (-0.8979, -2.4157, 1.9531)
H (-1.6497, 3.1233, -0.4280)
H (-3.9086, -2.4446, 3.5032)
H (-0.1323, -3.9392, 0.6147)
H (-1.8385, 3.4160, -2.1930)
H (0.8121, 3.4715, -2.6724)
C (-3.0735, -2.7713, 2.8669)
C (-0.6313, 0.9057, -3.3959)
H (6.4511, 2.6587, 2.1897)
C (-0.9537, -3.6034, 1.2591)
C (-1.9354, -1.9699, 2.7428)
H (-4.0515, -4.6119, 2.2860)
O (4.3024, 0.8074, 0.8396)
H (-2.1606, -5.3530, 0.8451)
O (-0.2925, -2.5418, -1.9667)
Nd (0.0647, 0.0901, 0.2953)
H (-2.6955, 2.0526, -1.3994)
H (1.9487, 2.1545, -2.2268)
C (-2.0984, -4.3965, 1.3833)
C (1.0514, 2.7157, -1.9218)
P (-0.3723, 1.6571, -1.8582)
H (-1.8879, -1.0108, 3.2826)
H (0.4445, -0.9021, 2.5750)
C (-0.1750, -1.5415, -1.2185)
Cl (0.2232, 1.9858, 1.5567)
H (-1.5178, 0.2541, -3.3866)
H (-0.7776, 1.7245, -4.0995)
C (4.6619, 1.8675, 1.3672)
H (1.1294, -2.0440, 1.4932)
H (1.2566, 3.1916, -0.9513)
H (6.6291, 1.9815, 0.5352)
H (0.2318, 0.2958, -3.7018)
C (5.9761, 2.5540, 1.2078)
H (5.8112, 3.5583, 0.8022)
N (0.2814, -1.5873, 1.8213)
C (-1.7728, 2.6537, -1.4154)
Cl (3.5578, 2.7468, 2.4484)

The LUMO energy (alpha / beta) comes out at -9.207 / -9.120 eV. For the total energy, the calculation gives -67931.174 eV. Its multiplicity is 4. For the orbital gap (alpha / beta), the calculation gives 6.146 / 6.219 eV. The expectation value of S² is 3.756. As for the total charge: +2.

=====

Formula: C12H19Cl3O2Pd
Source: OMol25
Level of theory: wB97M-V/def2-TZVPD

Cartesian coordinates (Å):
H (-2.9652, 1.7397, -0.2689)
C (-0.1777, 0.7510, -2.9241)
H (1.8377, 2.9156, 2.0872)
H (0.5092, -0.0751, -3.1705)
H (2.9529, 2.5746, -2.1693)
H (-1.1335, 0.2245, -2.9187)
H (-2.5820, 3.0231, -1.4677)
C (2.6665, 1.6040, -1.7387)
O (0.6278, -1.8176, -3.7479)
C (1.3581, 1.7747, -1.0970)
H (3.0845, 2.4210, 0.9136)
C (-2.3326, 1.9973, -1.1200)
H (-2.6238, 1.2565, -1.8820)
C (0.0925, 1.3268, -1.6135)
H (-2.0725, -2.9704, 1.4868)
Cl (1.0405, -1.9132, -1.7338)
C (-1.2616, -3.1558, 0.7880)
C (1.1222, 2.4714, 0.1090)
C (-0.9389, 3.1819, 1.4805)
H (-1.2168, -4.1864, 0.4677)
H (-0.3382, -2.8573, 1.3074)
H (0.3434, -2.7497, -3.8183)
H (-0.8742, 4.2707, 1.3962)
H (3.4210, 1.3299, -0.9992)
H (2.3445, 4.0433, 0.7817)
Pd (-0.2306, -0.9609, -0.0177)
Cl (-2.1600, -0.2418, 1.0808)
H (2.6350, 0.8316, -2.5048)
C (2.1506, 2.9867, 1.0335)
H (-0.4179, 2.9159, 2.4022)
C (-0.9151, 1.9060, -0.7659)
Cl (1.1525, -0.2466, 1.9046)
O (-2.2792, -2.4656, -1.3089)
H (-0.2116, 1.5477, -3.6917)
C (-1.6541, -2.2793, -0.3405)
C (-0.2905, 2.5574, 0.3202)
H (-1.9767, 2.8728, 1.5968)

The relative energy (zero: lowest compared OMol25 entry of this formula, charge and spin) comes out at 11.9 kcal per mole. The LUMO energy (alpha / beta) comes out at 5.668 / 4.986 eV. For the total energy, the calculation gives -57890.522 eV. Its multiplicity is 5. For the orbital gap (alpha / beta), the calculation gives 3.509 / 5.703 eV. The expectation value of S² is 6.028. As for the total charge: -2.

=====

Formula: C12H19ClF6N3O4S
Source: OMol25
Level of theory: wB97M-V/def2-TZVPD

Cartesian coordinates (Å):
N (2.5404, 0.2514, 1.5300)
O (-1.1691, -5.2644, 2.4582)
N (1.0598, 0.5771, -0.2450)
O (0.7301, 2.8430, -2.7068)
C (3.0598, 3.2999, -2.3992)
H (0.3404, -1.5747, 0.9376)
H (0.4653, 6.0122, -4.9810)
C (-2.8582, -6.5424, 1.4202)
C (-1.1534, -3.5438, 4.1918)
H (2.7867, -0.2985, 2.3412)
O (1.8994, 3.8369, -4.3674)
H (1.8396, 1.0113, -0.7327)
C (-0.9283, -0.1656, 1.6018)
C (1.3936, 0.0433, 0.9402)
C (-2.3281, -5.1457, 1.8226)
F (-2.7489, -7.4069, 2.4264)
H (0.3250, 2.0271, 2.8653)
H (-1.2767, -0.1585, 2.6350)
H (-2.2169, -3.3272, 4.0986)
F (3.6994, 4.4528, -2.4509)
H (0.4863, -4.2298, 2.9658)
H (-0.7280, -3.2864, 2.0873)
C (-0.1207, 5.0955, -4.9241)
C (0.7379, 3.8964, -5.2465)
N (0.4544, -0.7850, 1.5711)
H (3.1921, 0.9441, 1.1899)
F (2.8091, 3.0074, -1.1032)
C (1.7254, 3.3145, -3.1863)
C (-0.5782, -4.0220, 2.8776)
F (-4.1276, -6.4617, 1.0541)
H (-1.5913, -0.8087, 1.0221)
C (-1.0124, 1.2698, 1.0485)
H (-0.6406, -2.6363, 4.5125)
C (-0.0631, 1.5713, -0.1352)
H (-0.5505, 5.0188, -3.9260)
H (-0.5668, 1.6517, -1.0940)
O (-2.8868, -4.1269, 1.5416)
H (0.4168, 2.5327, 0.0535)
H (0.1887, 2.9604, -5.1607)
F (-2.1386, -6.9981, 0.3872)
F (3.8521, 2.3335, -2.8724)
H (-0.9352, 5.1601, -5.6442)
Cl (-2.6967, 1.5002, 0.5006)
S (-0.8274, 2.5136, 2.3774)
H (-1.0236, -4.3046, 4.9604)
H (1.1646, 3.9624, -6.2431)

The relative energy (zero: lowest compared OMol25 entry of this formula, charge and spin) comes out at 0.0 kcal per mole. The LUMO energy comes out at -3.819 eV. For the total energy, the calculation gives -65069.289 eV. Its multiplicity is 1. For the orbital gap, the calculation gives 9.053 eV. As for the total charge: +1.

=====

Formula: C12H19F5N3O6S
Source: OMol25
Level of theory: wB97M-V/def2-TZVPD

Cartesian coordinates (Å):
F (3.6123, 3.7618, 1.6537)
H (1.0146, -1.1567, -3.7344)
H (0.9761, 3.0850, -0.8394)
H (-2.1212, 0.6425, -0.7829)
H (-2.0988, -2.6698, -2.1340)
C (3.1849, 2.8195, 2.5156)
O (-1.2658, 3.3504, -3.6006)
C (-0.6817, -0.6917, -2.4153)
H (-0.5861, 3.8698, -0.5229)
F (2.5460, 1.4780, 0.6996)
H (-2.6191, -2.4402, -0.3656)
S (0.6449, 4.5368, 1.9292)
C (0.6565, 2.6773, 1.7094)
C (-0.8015, -3.6064, -0.6471)
C (-1.7854, -2.4231, -1.0935)
H (-0.9854, -4.4983, -1.3051)
H (-0.6968, -6.5766, 0.2674)
H (0.5396, -6.7055, -0.8498)
C (-1.5571, -0.1225, -0.2057)
H (-0.9721, -3.9341, 0.4066)
H (0.8607, -6.1426, 0.6908)
H (0.2523, -3.2539, -0.7535)
H (0.5982, 0.0777, 0.2334)
O (-1.5925, 2.5209, 1.2602)
C (2.0421, 1.9454, 1.8818)
N (-0.9921, -1.1778, -1.0762)
H (0.9815, 0.5533, -3.2050)
O (-0.6880, 2.2954, -1.8428)
O (-2.0561, 3.3507, 3.3382)
N (-1.4672, 3.3038, -2.4539)
F (4.2493, 1.9794, 2.6812)
C (-0.3717, 2.0677, 0.6497)
C (-0.3445, 0.5173, 0.6145)
H (-0.4599, 5.0039, 1.2787)
C (-1.3700, 2.7914, 2.6135)
H (0.4785, -7.7535, 0.4524)
O (-1.5519, -0.4118, -3.1819)
H (1.5251, -0.7439, -2.0598)
H (-0.4567, 0.1478, 1.6633)
N (0.2957, -6.7956, 0.1404)
H (-2.2676, -0.5332, 0.5487)
O (-0.0908, 2.2630, 2.9010)
C (0.7974, -0.4894, -2.8638)
F (1.8375, 0.9112, 2.7486)
F (2.8896, 3.3067, 3.7165)
C (-0.1028, 2.8699, -0.6613)

The LUMO energy comes out at -4.482 eV. For the total energy, the calculation gives -53918.377 eV. Its multiplicity is 1. For the orbital gap, the calculation gives 7.021 eV. As for the total charge: +1.

=====

- The highest total charge belongs to which entry?
  C12H19Cl2NNdO2P